Record 1
A 2-piece molecular cluster, C5H14N2O overall at a distorted geometry, computed with wB97M-V/def2-TZVPD.

Calculated values
energy relative to the best compared isomer or geometry (same formula, charge and spin): 137.9 kcal/mol
calculated total energy: -10435.0468 eV
HOMO-LUMO gap (alpha / beta): 5.994 / 5.971 eV

Geometry as ORCA input:
```
! wB97M-V def2-TZVPD RIJCOSX def2/J DEFGRID3
* xyz 0 1
C -1.08202 1.59423 -0.10371
C -0.79327 -0.45692 -2.04302
N 0.45197 -0.87026 -1.59509
O -1.46225 2.45203 0.93473
H -0.69267 2.55704 1.51263
H 0.50466 -1.83158 -1.27358
H 1.22550 -0.63954 -2.20503
H -2.02243 1.26684 -0.54220
H -0.40601 2.07509 -0.81694
H -1.65009 -0.94344 -1.59583
H -0.81494 0.37878 -2.72964
C -0.90273 -0.47035 1.43679
C 1.93629 -0.93048 0.76539
C 1.06114 0.11880 0.13982
N -0.10907 0.50751 0.70889
H 1.59903 0.94526 -0.31779
H -1.76373 0.03931 1.86842
H -0.32773 -0.89319 2.25982
H -1.26318 -1.29404 0.81324
H 1.40653 -1.87413 0.89542
H 2.81026 -1.11344 0.13620
H 2.29476 -0.61752 1.75148
*
```

Record 2
C17H27FNO2P2Yb as an isolated structure at a distorted geometry, computed with wB97M-V/def2-TZVPD.

Calculated values
expectation value of S²: 0.76
energy relative to the best compared isomer or geometry (same formula, charge and spin): 0.0 kcal/mol
calculated total energy: -76462.1346 eV
HOMO-LUMO gap (alpha / beta): 8.681 / 6.781 eV

Geometry as ORCA input:
```
! wB97M-V def2-TZVPD RIJCOSX def2/J DEFGRID3
* xyz 2 2
Yb 0.47901 1.45218 -0.61047
P 2.08848 -0.86079 0.39466
C 2.33774 -1.18139 -1.40972
C 1.07894 -1.38996 -2.21699
N -0.02957 -0.67213 -1.91074
C -1.23271 -1.11266 -2.34866
C -1.32588 -2.06718 -3.34830
C -0.17198 -2.64535 -3.83062
C 1.03283 -2.34155 -3.22710
C -2.48971 -0.61816 -1.70282
P -2.20912 0.81207 -0.58548
H 1.91793 -2.88909 -3.49981
H -2.28270 -2.40230 -3.70882
H -0.21146 -3.36438 -4.63773
H -3.21294 -0.32119 -2.46997
H -2.95105 -1.40187 -1.08561
H 2.94197 -0.33965 -1.78654
H 2.94198 -2.09932 -1.41619
H 1.17548 3.99281 -2.14487
O 1.33438 3.02252 -2.10643
H 2.07172 2.81707 -2.69124
H -0.80095 4.59628 0.07737
O -0.73408 4.63596 -0.89188
H -1.09959 5.52729 -1.07595
C -2.50219 2.01276 -1.94186
H -3.52551 1.77528 -2.28290
H -2.42633 3.06009 -1.62391
H -1.80156 1.78679 -2.75967
C -3.89760 0.85514 0.09937
H -3.99858 1.73998 0.73624
H -4.62856 0.90201 -0.72456
H -4.06956 -0.06176 0.67506
C 2.28382 -2.60728 0.95191
H 3.24994 -2.99174 0.57710
H 2.29181 -2.63990 2.05050
H 1.47952 -3.23229 0.54735
C 3.85268 -0.48466 0.68406
H 3.98639 -0.22093 1.73560
H 4.46217 -1.36620 0.43100
H 4.12065 0.34693 0.03068
F -0.26737 2.58759 5.76003
C -0.16976 2.08572 4.47578
C 0.86677 2.54614 3.65810
C 0.94467 2.05074 2.32773
C -0.04521 1.21038 1.87397
C -1.01352 0.69525 2.70275
C -1.10352 1.13880 4.04687
H 1.61688 3.25124 4.02473
H 1.81944 2.34589 1.73166
H -1.72479 -0.05433 2.36050
H -1.87443 0.75518 4.72251
*
```

Record 3
C19H40BaBrN7O8P as an isolated structure, computed with wB97M-V/def2-TZVPD.

Calculated values
energy relative to the best compared isomer or geometry (same formula, charge and spin): 0.0 kcal/mol
calculated total energy: -127195.4977 eV
HOMO-LUMO gap: 7.336 eV

Geometry as ORCA input:
```
! wB97M-V def2-TZVPD RIJCOSX def2/J DEFGRID3
* xyz -1 1
Ba -0.58572 0.69125 -0.42098
N 0.06534 -1.18895 1.87594
C 1.43122 -0.90233 2.30600
C 1.52548 0.49674 2.90289
N 1.06761 1.56235 2.01154
C 0.20779 2.52720 2.70210
C -1.16567 1.98964 3.09229
N -1.98286 1.70712 1.92396
C 2.17171 2.28655 1.37629
C 3.10554 1.43298 0.52922
N 2.42026 0.84132 -0.61952
H -0.59910 -1.04267 2.63102
H -0.04032 -2.16488 1.61563
H 2.07903 -0.99447 1.43309
H 1.80664 -1.60989 3.05940
H 2.55899 0.68315 3.23187
H 0.91690 0.51185 3.81147
H 0.05719 3.36392 2.01697
H 0.71097 2.91743 3.60542
H -1.61750 2.72259 3.77574
H -1.07175 1.06482 3.66663
H -2.34862 2.55513 1.50843
H -2.72953 1.04147 2.11351
H 2.78516 2.79843 2.14116
H 1.72174 3.04699 0.73404
H 3.53533 0.62834 1.13048
H 3.94404 2.07884 0.23702
H 2.95112 0.05878 -0.98152
H 2.32081 1.51581 -1.38271
N 1.43766 2.81446 -2.95863
N 0.92803 2.25952 -4.19294
C 0.28992 0.99595 -4.10993
O 0.22724 0.35431 -5.16880
O -0.14865 0.65702 -2.96836
H 0.68159 2.71631 -2.27031
H 1.45886 3.81885 -3.11405
H 1.66464 2.21154 -4.88041
Br -0.36101 -5.63812 2.09828
C -1.95543 -4.82630 1.42517
C -2.95268 -5.64536 0.92683
C -4.09287 -5.01111 0.45397
C -4.17083 -3.63157 0.49376
C -3.09833 -2.91256 1.00958
N -1.99849 -3.51784 1.47329
C -3.10975 -1.39156 1.06577
O -3.43346 -0.89108 2.15199
O -2.77648 -0.82032 -0.00551
H -2.83853 -6.71871 0.91496
H -4.91040 -5.59817 0.05378
H -5.03683 -3.10028 0.12328
C 0.60929 5.40678 -0.41726
C -0.58774 4.53719 -0.82762
C -1.84648 5.02486 -0.10077
O -0.35322 3.20771 -0.58212
H 0.45959 6.46142 -0.67012
H 1.51595 5.05460 -0.91548
H 0.76986 5.33203 0.66358
H -0.75686 4.72517 -1.91007
H -1.71075 4.91740 0.98131
H -2.70255 4.41682 -0.40146
H -2.07196 6.07491 -0.31317
C -1.42689 -3.56391 -1.94472
O -0.21994 -3.77092 -1.20586
P 0.85656 -2.54404 -1.25422
O 1.57964 -2.90166 -2.66656
C 1.91269 -1.82919 -3.57011
O 1.91236 -3.15727 -0.18592
C 2.44650 -4.47302 -0.34096
H -2.10024 -4.37950 -1.68450
H -1.22658 -3.58389 -3.01809
H -1.89831 -2.61544 -1.67390
H 1.05557 -1.53658 -4.17174
H 2.71534 -2.19724 -4.20673
H 2.25301 -0.94427 -3.02924
H 3.12792 -4.63692 0.49205
H 2.98982 -4.55327 -1.28301
H 1.65140 -5.21627 -0.31242
*
```

Record 4
An isolated molecule of C19H27NOS, computed with wB97M-V/def2-TZVPD.

Calculated values
SMILES: Cc1ccccc1CSCCC(=O)NCCC1=CCCCC1
energy relative to the best compared isomer or geometry (same formula, charge and spin): 2.7 kcal/mol
calculated total energy: -34514.9966 eV
HOMO-LUMO gap: 9.080 eV

Geometry as ORCA input:
```
! wB97M-V def2-TZVPD RIJCOSX def2/J DEFGRID3
* xyz 0 1
C 5.61236 2.24772 0.25418
C 4.99330 1.81027 -1.03741
C 5.69935 0.99565 -1.91139
C 5.14555 0.57058 -3.10637
C 3.86402 0.96262 -3.44768
C 3.14795 1.77743 -2.58939
C 3.69932 2.21095 -1.38816
C 2.87842 3.05274 -0.47099
S 2.20273 2.06387 0.92608
C 1.18750 0.86232 0.00879
C -0.13833 1.45516 -0.45270
C -0.87154 0.43546 -1.31358
O -0.83780 0.45280 -2.52576
N -1.50896 -0.51566 -0.60030
C -2.32179 -1.54516 -1.20173
C -3.77044 -1.46404 -0.69766
C -3.82927 -1.66025 0.79316
C -3.85165 -0.63434 1.63504
C -3.87526 -0.76340 3.12746
C -4.22236 -2.18371 3.56382
C -3.41929 -3.18479 2.74154
C -3.82523 -3.08457 1.27405
H 4.96752 1.99298 1.09402
H 6.57858 1.77051 0.39612
H 5.75878 3.32821 0.26194
H 6.70063 0.68541 -1.64758
H 5.71391 -0.06689 -3.76752
H 3.41751 0.63438 -4.37401
H 2.14685 2.08284 -2.86037
H 2.03202 3.50354 -0.98828
H 3.46178 3.83355 0.01354
H 1.02863 0.03329 0.69810
H 1.77942 0.51411 -0.83852
H 0.04293 2.33901 -1.06570
H -0.74046 1.74265 0.41107
H -1.56714 -0.44022 0.40431
H -1.89608 -2.52742 -0.96728
H -2.27986 -1.39084 -2.28177
H -4.17792 -0.48779 -0.96535
H -4.35691 -2.23500 -1.19989
H -3.85597 0.37913 1.25271
H -4.59538 -0.05377 3.54274
H -2.89130 -0.48443 3.52258
H -4.01524 -2.30854 4.62813
H -5.28741 -2.36311 3.40378
H -3.58758 -4.19984 3.10581
H -2.35434 -2.96326 2.84305
H -3.15091 -3.68158 0.65504
H -4.83061 -3.49860 1.14230
*
```

Record 5
A 12-piece molecular cluster, C48H129N9O15 overall at a distorted geometry, computed with wB97M-V/def2-TZVPD.

Calculated values
SMILES: COC[C@H](C)N.COC[C@H](C)N.COC[C@H](C)N.COC[C@H](C)N.COC[C@H](C)N.COC[C@H](C)N.COCCNCCOC.COCCNCCOC.COCCNCCOC.CCO.CCO.CCO
calculated total energy: -95975.1248 eV
HOMO-LUMO gap: 8.899 eV

Geometry as ORCA input:
```
! wB97M-V def2-TZVPD RIJCOSX def2/J DEFGRID3
* xyz 0 1
C -8.25335 -2.44093 5.29165
O -9.02339 -3.58909 4.93686
C -8.15447 -4.56958 4.38809
C -8.99636 -5.68063 3.69849
C -8.14888 -6.97797 3.44290
N -9.68154 -5.42409 2.45535
H -7.25199 -2.57686 5.70018
H -8.76596 -1.87307 6.06810
H -8.10274 -1.75985 4.45407
H -7.52032 -4.17276 3.59531
H -7.55503 -4.93671 5.22115
H -9.70164 -5.85573 4.51091
H -7.73497 -7.30571 4.39651
H -7.23172 -6.76091 2.89535
H -8.72089 -7.84505 3.11264
H -10.22503 -6.21273 2.13478
H -10.29320 -4.63307 2.59767
C -2.53581 13.61138 0.12671
O -2.27996 12.20721 0.56822
C -3.49911 11.51408 1.01673
C -3.36276 10.06142 1.51013
C -4.64754 9.59680 2.19329
N -2.28197 10.16722 2.52458
H -2.77621 14.20584 1.00814
H -3.41777 13.77682 -0.49207
H -1.59019 14.05301 -0.18772
H -3.99329 12.12319 1.77361
H -4.24040 11.36578 0.23148
H -3.13813 9.46578 0.62534
H -4.97449 10.02249 3.14197
H -4.63958 8.51996 2.36198
H -5.47298 9.80662 1.51306
H -1.61982 10.73639 2.01694
H -2.57083 10.75417 3.29409
C 6.28054 -15.03459 -6.11484
O 6.09337 -14.51661 -4.87103
C 7.23842 -13.68559 -4.47700
C 6.97014 -13.27108 -2.97777
C 5.64146 -12.60334 -2.61641
N 8.01191 -12.38878 -2.39453
H 5.39384 -15.47913 -6.56677
H 6.97771 -15.87094 -6.16554
H 6.60947 -14.27533 -6.82436
H 8.18626 -14.21416 -4.37541
H 7.47994 -12.85386 -5.13882
H 6.95777 -14.25725 -2.51364
H 5.52268 -11.58229 -2.97897
H 5.56887 -12.56803 -1.52940
H 4.79437 -13.11892 -3.06885
H 7.66419 -11.77455 -1.67209
H 8.77457 -12.80756 -1.88163
C 10.10436 -0.02234 4.71767
O 9.41123 1.19966 4.46611
C 8.45090 1.67763 5.39939
C 8.08197 3.07658 4.91797
C 7.18762 3.92082 5.87105
N 7.30228 2.86573 3.70912
H 10.41282 -0.40209 3.74363
H 9.55556 -0.83023 5.20167
H 11.01496 0.12323 5.29881
H 7.56145 1.05015 5.45635
H 8.89891 1.61304 6.39096
H 8.99752 3.60661 4.65545
H 6.33153 3.28400 6.09394
H 6.98037 4.78916 5.24565
H 7.60103 4.26730 6.81822
H 7.41373 3.68223 3.12518
H 7.80045 2.14029 3.21350
C -5.40515 4.73934 -10.23130
O -4.56578 4.58277 -9.10777
C -4.84775 5.53194 -7.97276
C -4.09296 5.03914 -6.75180
C -4.68298 3.72342 -6.26079
N -4.20553 5.96822 -5.59950
H -5.11255 4.21377 -11.14029
H -5.57721 5.80238 -10.39997
H -6.37019 4.37249 -9.88172
H -4.44320 6.46401 -8.36732
H -5.89335 5.61270 -7.67562
H -3.03802 4.87371 -6.97047
H -4.09667 3.35288 -5.41993
H -4.54562 2.96492 -7.03143
H -5.76134 3.87540 -6.21460
H -3.50666 5.90015 -4.87353
H -5.07145 5.71449 -5.14573
C 5.93490 0.11475 -4.79549
O 4.61693 -0.30551 -4.86159
C 3.87711 -0.01611 -3.59614
C 2.42823 -0.47132 -3.90567
C 1.53005 0.64239 -4.47418
N 1.77598 -0.97147 -2.74715
H 6.33946 -0.20800 -3.83619
H 6.14511 1.18304 -4.84725
H 6.50539 -0.37095 -5.58716
H 4.28655 -0.60495 -2.77533
H 3.88618 0.99967 -3.20092
H 2.34262 -1.28935 -4.62094
H 1.99121 1.18460 -5.29967
H 1.34269 1.42437 -3.73830
H 0.57058 0.18777 -4.72081
H 1.26554 -0.25166 -2.25580
H 2.50122 -1.39928 -2.18937
C 7.95508 -8.14219 5.74143
O 8.05668 -7.97057 4.29181
C 9.39973 -8.01144 3.85922
C 9.49101 -7.75945 2.32748
N 9.37826 -6.37162 1.85285
C 9.28135 -6.37192 0.38831
C 10.42160 -7.09866 -0.48986
O 11.56280 -6.25308 -0.65745
C 11.28619 -5.17583 -1.52270
H 8.27487 -7.21664 6.22017
H 8.58779 -8.92766 6.15476
H 6.91209 -8.27538 6.02870
H 9.80582 -9.00136 4.06721
H 9.93239 -7.18237 4.32507
H 8.68912 -8.32007 1.84708
H 10.48095 -8.04309 1.97015
H 8.61118 -5.78774 2.15414
H 9.20838 -5.33908 0.04771
H 8.35649 -6.88452 0.12379
H 10.11295 -7.34878 -1.50489
H 10.96602 -7.95159 -0.08461
H 11.05322 -5.60958 -2.49516
H 12.26178 -4.69159 -1.56598
H 10.49859 -4.46596 -1.26995
C -2.49049 0.04935 1.46471
O -1.10946 0.18902 1.22194
C -0.32193 0.41451 2.50772
C 1.09342 -0.27581 2.64838
N 0.92576 -1.64473 2.53327
C 2.22121 -2.24740 2.66560
C 2.16982 -3.77000 2.55529
O 1.55617 -4.04801 1.20051
C 1.35895 -5.39827 0.83933
H -2.86892 -0.05593 0.44795
H -2.95986 0.86535 2.01419
H -2.73668 -0.85961 2.01360
H -0.91029 0.24642 3.40976
H -0.03593 1.46607 2.48448
H 1.52750 -0.17332 3.64295
H 1.75775 0.10308 1.87171
H 0.34510 -1.88250 1.74181
H 2.75018 -2.01081 3.58881
H 2.86840 -1.99466 1.82575
H 1.77904 -4.30789 3.41903
H 3.22134 -4.00330 2.38802
H 0.83015 -5.95079 1.61598
H 2.30491 -5.93950 0.85744
H 0.90316 -5.52379 -0.14281
C -9.39500 14.40638 -6.85126
O -8.68032 13.25541 -6.61216
C -9.21639 12.21230 -5.74923
C -8.27143 10.93997 -5.92774
N -8.79423 9.65602 -5.51380
C -9.55668 9.61892 -4.23759
C -9.94181 8.15939 -3.95886
O -8.76094 7.48776 -3.50796
C -9.07612 6.13437 -3.11562
H -9.80807 14.95529 -6.00500
H -10.21730 14.25751 -7.55108
H -8.60201 15.04746 -7.23635
H -10.25298 12.00466 -6.01469
H -9.18505 12.50031 -4.69844
H -7.28326 11.20324 -5.55049
H -8.09368 10.85001 -6.99938
H -8.07880 8.94460 -5.46751
H -10.48541 10.18553 -4.30475
H -8.95850 9.93924 -3.38456
H -10.41498 7.64613 -4.79598
H -10.71062 8.06780 -3.19163
H -9.52228 5.68934 -4.00499
H -9.87246 5.98294 -2.38691
H -8.12461 5.63221 -2.94078
C -3.45299 -4.51094 -1.97370
C -4.72010 -4.16497 -2.78136
O -4.47552 -3.00282 -3.51822
H -3.32918 -3.82499 -1.13571
H -2.63542 -4.62792 -2.68504
H -3.51573 -5.45317 -1.42930
H -5.64087 -4.22199 -2.20082
H -4.94020 -4.96465 -3.48859
H -3.66172 -2.70384 -3.10598
C -1.97209 -5.39469 7.01178
C -2.18118 -3.90848 7.56531
O -2.44317 -3.13529 6.34626
H -1.64380 -5.99875 7.85762
H -1.24086 -5.66785 6.25100
H -2.89179 -5.95967 6.85997
H -1.29983 -3.44373 8.00726
H -3.01867 -3.78580 8.25209
H -1.54524 -2.96317 6.05352
C 0.22947 4.69071 8.03318
C 0.03983 6.01202 8.67286
O -1.04451 6.79781 8.16364
H -0.75160 4.33130 7.72265
H 0.85402 3.93080 8.50282
H 0.83609 4.78370 7.13237
H 0.93815 6.59184 8.46093
H -0.05016 5.98952 9.75891
H -0.89634 7.08753 7.26047
*
```

Record 6
C22H27CsN4O2S2 as an isolated structure at a distorted geometry, computed with wB97M-V/def2-TZVPD.

Calculated values
energy relative to the best compared isomer or geometry (same formula, charge and spin): 26.3 kcal/mol
calculated total energy: -55524.2406 eV
HOMO-LUMO gap: 6.427 eV

Geometry as ORCA input:
```
! wB97M-V def2-TZVPD RIJCOSX def2/J DEFGRID3
* xyz 0 1
Cs -1.31376 0.06533 -1.81251
C 1.46631 2.92354 -3.15240
C 2.24210 1.58105 -3.29409
N 1.56965 0.26760 -3.28531
C 0.98565 -0.31074 -4.50566
C 0.16298 0.71235 -5.32544
S -1.55766 1.23064 -4.75297
C -1.21780 3.05014 -4.39398
C -0.97147 3.56455 -3.01057
N 0.20832 2.99791 -2.38183
H 1.33577 3.30375 -4.19888
H 2.18365 3.65398 -2.78138
H 3.04568 1.60028 -2.49187
H 2.80553 1.75283 -4.19520
H 2.25940 -0.37600 -2.91159
H 0.36172 -1.14993 -4.19151
H 1.74613 -0.75860 -5.14655
H -0.02972 0.26924 -6.33785
H 0.79551 1.60602 -5.41167
H -2.12480 3.55431 -4.73410
H -0.42037 3.23751 -5.12174
H -1.84493 3.32167 -2.46612
H -0.88081 4.64739 -2.99626
H 0.23584 3.26461 -1.39918
C 4.38640 -3.77574 4.48277
C 3.27716 -3.35953 3.47278
C 3.31028 -3.85476 2.11259
C 2.26431 -3.51897 1.30742
C 1.26314 -2.60168 1.81840
C 1.32376 -2.00453 3.03461
C 2.38970 -2.35375 3.80291
S -0.06520 -2.35380 0.70758
O -0.89055 -3.56384 0.79966
O 0.67365 -2.03690 -0.49128
N -0.87614 -0.98273 1.05918
C -1.81173 -0.90906 2.00104
C -2.07821 -1.75643 3.12880
C -3.12827 -1.43152 4.03826
C -3.77810 -0.21739 4.05426
C -3.39101 0.74898 3.06318
C -4.02863 1.98368 3.00551
C -3.90306 2.80702 1.92977
C -3.04276 2.37761 0.90034
N -2.45032 1.19672 0.87529
C -2.59535 0.34813 1.92385
H 4.22287 -4.75189 4.93876
H 4.35531 -3.03485 5.27259
H 5.35479 -3.73019 4.01121
H 4.13703 -4.42794 1.73699
H 2.21063 -3.83731 0.26811
H 0.63761 -1.21210 3.44652
H 2.40071 -2.04036 4.87527
H -1.45936 -2.66148 3.32048
H -3.40283 -2.15340 4.79099
H -4.53954 0.03495 4.80706
H -4.50358 2.29678 3.90393
H -4.49364 3.73390 1.83287
H -2.81200 3.03296 0.06694
*
```

- What is the calculated total energy in the fourth record?
  -34514.9966 eV